No. 1
C5H7NO2S | ωB97M-V/def2-TZVPD

```
! wB97M-V def2-TZVPD RIJCOSX def2/J DEFGRID3
* xyz 0 1
S -1.075 -0.709 0.025
O -0.781 -1.556 -1.102
O -1.128 -1.321 1.328
N -0.778 2.904 0.125
C -0.051 2.006 0.137
C 2.417 -0.929 0.104
C 0.696 0.861 0.144
C 1.949 0.477 0.147
C -2.673 0.125 -0.282
H 1.689 -1.592 0.562
H 2.716 1.249 0.159
H -2.652 0.577 -1.266
H 3.381 -1.025 0.599
H 2.540 -1.233 -0.937
H -3.397 -0.684 -0.240
H -2.854 0.851 0.499
*
```

Calculated values
Lowest unoccupied orbital energy (eV): -0.9
HOMO (eV): -9.8
Energy above the lowest of the compared OMol25 structures with the same formula, charge and spin (eV): 2.965
Kohn-Sham gap (eV): 8.9

Atomic partial charges in e from the Löwdin method, atoms 1 to 6: 0.711, -0.348, -0.347, 0.168, -0.292, -0.075


No. 2
C17H8F3N2O4Pt | ωB97M-V/def2-TZVPD

```
! wB97M-V def2-TZVPD RIJCOSX def2/J DEFGRID3
* xyz -1 1
Pt 1.651 1.042 -0.744
F 4.822 -0.337 -7.984
F 4.334 1.675 -8.616
F 6.105 1.305 -7.430
O -0.123 3.109 -2.167
O 0.691 -0.711 2.276
O 2.261 0.674 3.124
O -1.958 3.854 -1.263
N 0.275 1.869 0.731
N 3.336 -1.045 0.835
C 4.364 0.411 -5.198
C -0.918 3.285 -1.077
C 2.594 1.478 -3.949
C 2.963 2.047 -6.272
C 0.403 1.599 2.039
C 1.861 1.645 -2.718
C 2.721 -0.260 0.199
C 2.258 2.210 -5.092
C 4.807 0.954 -7.581
C 3.659 0.575 -4.022
C -0.536 2.889 0.356
C 0.907 2.242 -2.089
C -1.002 3.439 2.642
C 1.210 0.390 2.519
C -1.189 3.678 1.288
C 4.018 1.147 -6.327
C -0.205 2.388 3.016
H 3.912 0.012 -3.134
H -0.016 2.147 4.053
H 3.174 -1.252 1.818
H -1.488 4.066 3.379
H 5.188 -0.291 -5.245
H -1.839 4.464 0.939
H 1.434 2.911 -5.045
H 2.693 2.618 -7.150
*
```

Calculated values
Lowest unoccupied orbital energy (eV): 2.4
HOMO (eV): -5.0
Energy above the lowest of the compared OMol25 structures with the same formula, charge and spin (eV): 0.306
Kohn-Sham gap (eV): 7.3

Atomic partial charges in e from the Löwdin method, atoms 1 to 6: 1.041, 0.124, 0.121, 0.124, 0.067, -0.029


No. 3
C3H5NO3 | ωB97M-V/def2-TZVPD

```
! wB97M-V def2-TZVPD RIJCOSX def2/J DEFGRID3
* xyz 0 1
O -0.473 -0.760 2.094
O 0.455 -0.103 -1.988
O 1.395 0.591 -0.053
N -1.491 -0.889 0.059
C 0.096 0.914 0.472
C 1.419 0.113 -1.294
C -0.636 -0.340 0.965
H 0.294 1.550 1.333
H -1.899 -1.779 0.307
H 2.460 -0.052 -1.602
H -1.355 -0.682 -0.922
H -0.480 1.449 -0.289
*
```

Calculated values
Lowest unoccupied orbital energy (eV): 0.8
SMILES string: NC(=O)COC=O
HOMO (eV): -10.1
Energy above the lowest of the compared OMol25 structures with the same formula, charge and spin (eV): 0.671
Kohn-Sham gap (eV): 10.9

Atomic partial charges in e from the Löwdin method, atoms 1 to 6: 0.065, 0.059, 0.001, 0.172, -0.075, -0.328


No. 4
C2H5NO2 | ωB97M-V/def2-TZVPD

```
! wB97M-V def2-TZVPD RIJCOSX def2/J DEFGRID3
* xyz 0 1
O 0.388 -0.309 1.993
O -1.464 -0.111 -1.139
N 0.158 -0.768 0.665
C -0.429 0.288 -0.054
C 0.859 0.042 -0.688
H -0.629 1.232 0.444
H 1.582 0.845 -0.709
H 0.321 -1.136 2.495
H 1.018 -0.754 -1.401
H -1.805 0.671 -1.605
*
```

Calculated values
Lowest unoccupied orbital energy (eV): 1.0
SMILES string: O[C@@H]1CN1O
HOMO (eV): -9.4
Energy above the lowest of the compared OMol25 structures with the same formula, charge and spin (eV): 4.947
Kohn-Sham gap (eV): 10.3

Atomic partial charges in e from the Löwdin method, atoms 1 to 6: -0.065, -0.082, -0.014, -0.376, 0.040, 0.149


No. 5
C13H26BN2O7S3 | ωB97M-V/def2-TZVPD

```
! wB97M-V def2-TZVPD RIJCOSX def2/J DEFGRID3
* xyz -1 1
S -7.311 -1.565 -0.945
S 4.845 0.887 2.630
S -2.414 -3.807 -3.130
O -7.167 -1.609 0.488
O 4.750 -0.041 1.537
O 0.094 -0.562 0.639
O -0.665 0.355 -1.396
O 0.707 1.711 0.053
O 3.951 0.820 3.757
O -8.162 -2.506 -1.636
N -2.346 -1.279 -2.007
N 1.725 -0.191 -1.296
C 4.828 2.557 1.986
C -2.350 -2.349 -2.536
C -1.082 -0.920 -1.234
C 7.097 2.308 2.857
C -5.813 -0.511 -2.821
C 5.912 3.280 2.780
C -7.776 0.101 -1.448
C 2.539 -2.232 -0.082
C 6.539 0.934 3.247
C -1.190 -1.009 0.312
C -6.566 0.672 -2.199
C 2.807 -0.777 -0.483
C -5.701 -1.558 -1.721
B 0.550 0.344 -0.470
H -5.909 1.191 -1.499
H 3.070 -0.169 0.391
H 3.715 -0.790 -1.099
H 2.129 0.628 -1.738
H -0.344 -1.703 -1.465
H 6.501 0.804 4.327
H -8.022 0.678 -0.561
H -4.830 -0.219 -3.187
H -1.430 -1.998 0.708
H -8.650 0.020 -2.092
H 3.445 -2.841 -0.122
H 2.208 -2.249 0.958
H 1.041 1.657 0.951
H 7.849 2.642 3.571
H -6.384 -0.913 -3.662
H 1.762 -2.682 -0.696
H -1.965 -0.261 0.539
H -5.470 -2.554 -2.092
H 5.550 3.502 3.786
H 7.097 0.118 2.796
H -6.877 1.394 -2.952
H 5.078 2.502 0.927
H 3.835 2.982 2.113
H -4.970 -1.260 -0.970
H 6.190 4.221 2.306
H 7.579 2.246 1.879
*
```

Calculated values
Lowest unoccupied orbital energy (eV): 2.2
HOMO (eV): -4.4
Energy above the lowest of the compared OMol25 structures with the same formula, charge and spin (eV): 0.000
Kohn-Sham gap (eV): 6.6

Atomic partial charges in e from the Löwdin method, atoms 1 to 6: 0.662, 0.668, 0.653, -0.330, -0.314, -0.009


No. 6
C7H8 | ωB97M-V/def2-TZVPD

```
! wB97M-V def2-TZVPD RIJCOSX def2/J DEFGRID3
* xyz 0 1
C -0.541 -0.357 0.282
C -2.000 -0.231 0.134
C 1.344 1.003 0.015
C 0.649 -1.255 0.165
C -0.100 1.084 0.460
C 1.810 -0.237 -0.030
C -1.095 0.693 -0.620
H -0.198 1.824 1.206
H -0.999 0.955 -1.704
H 0.871 -1.803 1.110
H 2.053 1.715 -0.319
H -2.500 0.176 1.019
H -2.483 -1.108 -0.551
H 0.464 -1.941 -0.797
H 2.724 -0.518 -0.368
*
```

Calculated values
Lowest unoccupied orbital energy (eV): 1.2
SMILES string: C1=C[C@H]2[C@@H]3C[C@@]23C1
HOMO (eV): -9.0
Energy above the lowest of the compared OMol25 structures with the same formula, charge and spin (eV): 4.019
Kohn-Sham gap (eV): 10.2

Atomic partial charges in e from the Löwdin method, atoms 1 to 6: -0.348, -0.058, -0.062, -0.108, -0.161, -0.070


What is the energy above the lowest of the compared OMol25 structures with the same formula, charge and spin in the fourth record? 4.947 eV